Entry 1:
A 8-piece molecular cluster, C36H76N8O10 overall. Source: the Open Molecules 2025 dataset; level of theory: ωB97M-V/def2-TZVPD.

Bonds (Å) are listed after each position.
Geometry (Å):
1 O -1.600 2.258 -1.220  N31 1.238
2 H 1.268 2.891 1.831  C4 1.080
3 H -2.378 3.281 -1.584  C19 1.090
4 C 1.140 3.512 0.956  H2 1.080, C21 1.403, C100 1.448
5 H -0.034 -1.089 1.406  C17 1.090
6 H 0.760 5.622 -2.293  C39 1.080
7 H -5.057 -3.987 0.389  C61 1.090
8 H -4.920 5.181 -0.011  N82 1.010
9 H 2.237 -5.006 2.790  C106 1.090
10 H 2.803 -2.393 3.986  C96 1.090
11 H 1.071 1.271 -4.316  C49 1.090
12 N -1.977 -1.488 -2.509  C64 1.424, H91 1.010, H94 1.010
13 H 2.601 0.244 2.560  C128 1.080
14 C 1.532 -3.126 -2.602  H16 1.090, C36 1.512, H76 1.090, H111 1.090
15 H 0.750 3.575 4.587  C127 1.090
16 H 0.543 -2.679 -2.708  C14 1.090
17 C -1.047 -0.693 1.466  H5 1.090, O54 1.483, H60 1.090, H130 1.090
18 H 1.922 0.583 -5.704  C49 1.090
19 C -3.337 3.760 -1.389  H3 1.090, H29 1.090, O50 1.500, C80 1.516
20 C 4.166 -5.672 0.444  H59 1.090, C70 1.557, H75 1.090, H101 1.090
21 C 0.013 4.347 0.978  C4 1.403, C81 1.476, N119 1.475
22 H 2.818 1.414 -4.359  C49 1.090
23 C 0.037 -2.151 -6.742  H40 1.090, H41 1.090, H44 1.090, O117 1.440
24 H -1.102 0.688 -3.851  C48 1.090
25 H -3.486 -0.045 1.043  C78 1.090
26 H 0.989 -5.805 1.939  C106 1.090
27 H 2.088 -1.503 0.827  C63 1.080
28 H -1.863 2.670 0.577  C73 1.090
29 H -4.083 2.989 -1.581  C19 1.090
30 H -2.584 3.484 2.055  C73 1.090
31 N -1.074 1.139 -1.244  O1 1.238, C55 1.451, O84 1.187
32 H 1.866 3.522 6.421  N68 1.010
33 H 1.869 -2.638 2.493  C57 1.090
34 H -5.445 -1.565 0.528  C121 1.090
35 H -3.494 2.252 1.075  C73 1.090
36 C 2.485 -2.055 -2.122  C14 1.512, N65 1.475, H92 1.090, C108 1.517
37 H -1.537 5.421 -2.349  C83 1.090
38 O 2.104 -0.489 4.718  C58 1.431, C96 1.452
39 C 0.809 5.022 -1.396  H6 1.080, C81 1.464, C98 1.402
40 H 1.033 -1.709 -6.769  C23 1.090
41 H 0.040 -3.231 -6.593  C23 1.090
42 H 0.080 -1.417 -4.174  C107 1.090
43 H 2.773 -3.057 -0.264  N65 1.010
44 H -0.229 -1.926 -7.775  C23 1.090
45 O 2.038 -0.577 -4.170  C49 1.422, C108 1.491
46 H 1.049 2.148 2.749  C53 1.080
47 H -4.049 -1.209 -1.185  N90 1.010
48 C -2.096 0.367 -4.162  H24 1.090, C64 1.538, H71 1.090, H110 1.090
49 C 1.984 0.767 -4.632  H11 1.090, H18 1.090, H22 1.090, O45 1.422
50 O -3.458 4.840 -2.423  C19 1.500, C83 1.353
51 H 3.281 -2.134 5.640  C96 1.090
52 H -3.489 -1.244 2.304  C78 1.090
53 C 0.922 1.413 1.967  H46 1.080, C99 1.437, C128 1.380
54 O -2.133 -1.566 0.959  C17 1.483, C78 1.405
55 C -0.123 0.871 -0.182  N31 1.451, C93 1.391, C99 1.409
56 H 2.061 -6.854 -0.461  N115 1.010
57 C 1.079 -3.107 1.905  H33 1.090, H69 1.090, H105 1.090, O123 1.447
58 C 2.602 0.566 5.546  O38 1.431, C72 1.674, H89 1.090, H122 1.090
59 H 4.795 -6.175 -0.290  C20 1.090
60 H -1.309 -0.464 2.499  C17 1.090
61 C -4.517 -3.461 1.177  H7 1.090, H62 1.090, H66 1.090, C121 1.551
62 H -5.042 -3.447 2.133  C61 1.090
63 C 1.584 -0.549 0.777  H27 1.080, C93 1.368, C128 1.420
64 C -2.078 -1.146 -3.888  N12 1.424, C48 1.538, C107 1.586, H113 1.090
65 N 2.521 -2.159 -0.651  C36 1.475, H43 1.010, H120 1.010
66 H -3.613 -3.955 1.532  C61 1.090
67 H -0.885 -2.913 -4.536  C107 1.090
68 N 1.432 2.659 6.716  H32 1.010, C72 1.448, H129 1.010
69 H 0.544 -3.513 2.764  C57 1.090
70 C 2.917 -6.231 1.188  C20 1.557, H102 1.090, C106 1.537, N115 1.467
71 H -2.799 0.886 -3.510  C48 1.090
72 C 1.401 1.731 5.605  C58 1.674, N68 1.448, H103 1.090, C127 1.515
73 C -2.757 3.055 1.069  H28 1.090, H30 1.090, H35 1.090, C80 1.527
74 H 0.511 -1.073 -0.901  C93 1.080
75 H 3.898 -4.811 -0.166  C20 1.090
76 H 1.849 -3.643 -3.508  C14 1.090
77 H 2.940 2.710 -0.102  C100 1.080
78 C -3.439 -1.119 1.222  H25 1.090, H52 1.090, O54 1.405, C121 1.540
79 H 1.394 -0.156 -2.190  C108 1.090
80 C -3.210 4.123 0.077  C19 1.516, C73 1.527, N82 1.408, H126 1.090
81 C -0.112 5.135 -0.264  C21 1.476, C39 1.464, H85 1.080
82 N -4.458 4.519 0.597  H8 1.010, C80 1.408, H88 1.010
83 C -2.544 5.819 -2.230  H37 1.090, O50 1.353, H97 1.090, H112 1.090
84 O -1.376 0.261 -1.984  N31 1.187
85 H -0.846 5.927 -0.293  C81 1.080
86 H 2.703 4.210 -1.967  C98 1.080
87 H -3.273 -2.545 -1.006  N90 1.010
88 H -4.308 5.078 1.425  N82 1.010
89 H 2.654 0.063 6.512  C58 1.090
90 N -4.197 -2.158 -0.875  H47 1.010, H87 1.010, C121 1.450
91 H -2.429 -0.772 -1.958  N12 1.010
92 H 3.463 -2.344 -2.506  C36 1.090
93 C 0.692 -0.255 -0.219  C55 1.391, C63 1.368, H74 1.080
94 H -1.003 -1.396 -2.258  N12 1.010
95 O -0.967 3.513 2.866  N119 1.227
96 C 3.022 -1.614 4.718  H10 1.090, O38 1.452, H51 1.090, H104 1.090
97 H -2.627 6.454 -3.112  C83 1.090
98 C 1.929 4.199 -1.214  C39 1.402, H86 1.080, C100 1.379
99 C -0.001 1.746 0.917  C53 1.437, C55 1.409, H118 1.080
100 C 2.060 3.334 -0.148  C4 1.448, H77 1.080, C98 1.379
101 H 4.761 -5.230 1.244  C20 1.090
102 H 3.364 -6.679 2.075  C70 1.090
103 H 0.518 1.099 5.697  C72 1.090
104 H 4.020 -1.214 4.539  C96 1.090
105 H 0.480 -2.364 1.380  C57 1.090
106 C 1.905 -5.237 1.778  H9 1.090, H26 1.090, C70 1.537, O123 1.413
107 C -0.835 -1.826 -4.602  H42 1.090, C64 1.586, H67 1.090, O117 1.420
108 C 2.210 -0.676 -2.692  C36 1.517, O45 1.491, H79 1.090, H116 1.090
109 H 2.331 2.850 4.050  C127 1.090
110 H -2.273 0.537 -5.224  C48 1.090
111 H 1.511 -3.975 -1.919  C14 1.090
112 H -2.733 6.395 -1.324  C83 1.090
113 H -2.973 -1.588 -4.326  C64 1.090
114 O -1.529 5.507 2.225  N119 1.198
115 N 2.322 -7.315 0.399  H56 1.010, C70 1.467, H124 1.010
116 H 3.112 -0.137 -2.402  C108 1.090
117 O -0.965 -1.463 -5.968  C23 1.440, C107 1.420
118 H -0.664 2.589 1.040  C99 1.080
119 N -0.892 4.495 2.134  C21 1.475, O95 1.227, O114 1.198
120 H 3.048 -1.449 -0.165  N65 1.010
121 C -4.467 -2.045 0.545  H34 1.090, C61 1.551, C78 1.540, N90 1.450
122 H 3.597 0.818 5.178  C58 1.090
123 O 1.632 -4.090 0.999  C57 1.447, C106 1.413
124 H 3.081 -7.853 0.007  N115 1.010
125 H 0.749 2.225 3.595  C127 1.090
126 H -2.576 4.980 0.305  C80 1.090
127 C 1.321 2.662 4.413  H15 1.090, C72 1.515, H109 1.090, H125 1.090
128 C 1.829 0.384 1.818  H13 1.080, C53 1.380, C63 1.420
129 H 0.540 3.119 6.831  N68 1.010
130 H -1.161 0.278 0.983  C17 1.090

Values from the calculation:
SMILES string: O=[N+]([O-])c1ccccc1.O=[N+]([O-])c1ccccc1.COC[C@H](C)N.COC[C@H](C)N.COC[C@H](C)N.COC[C@H](C)N.COC[C@H](C)N.COC[C@H](C)N


Entry 2:
A 8-piece molecular cluster, C36H76O15 overall. Source: the Open Molecules 2025 dataset; level of theory: ωB97M-V/def2-TZVPD.

Bonds (Å) are listed after each position.
Geometry (Å):
1 H 3.650 -1.086 -2.889  C57 1.091
2 H 2.650 0.415 -2.912  C57 1.088
3 H -1.432 2.810 -4.807  C8 1.094
4 H -2.045 -0.498 -1.433  C116 1.094
5 H -4.752 -7.153 -0.916  C71 1.087
6 C 3.857 -3.227 0.440  H10 1.090, C19 1.500, H79 1.091, H95 1.092
7 C -4.304 -3.663 -3.761  C21 1.521, H28 1.088, O88 1.442, H123 1.089
8 C -2.429 3.182 -4.552  H3 1.094, H30 1.089, H63 1.096, O90 1.419
9 C 1.997 -0.359 4.762  H44 1.096, H96 1.094, C99 1.525, H117 1.094
10 H 3.713 -3.397 -0.628  C6 1.090
11 H 6.988 2.144 8.197  C14 1.091
12 C -4.608 3.212 -0.286  H15 1.089, H20 1.092, O87 1.441, C91 1.517
13 H 4.617 2.295 8.411  C25 1.095
14 C 6.388 1.292 7.873  H11 1.091, H17 1.095, H22 1.089, C25 1.531
15 H -3.578 3.113 -0.626  C12 1.089
16 H -6.700 4.100 -3.349  C60 1.086
17 H 6.942 0.429 8.255  C14 1.095
18 O -1.935 -2.804 -0.143  C32 1.334, C35 1.438
19 C 4.753 -2.051 0.688  C6 1.500, O92 1.197, O102 1.345
20 H -4.842 2.238 0.147  C12 1.092
21 C -3.392 -2.489 -3.441  C7 1.521, H27 1.088, H34 1.093, H110 1.091
22 H 6.334 1.289 6.786  C14 1.089
23 H -4.502 4.165 1.682  C91 1.092
24 C 2.907 -3.320 -4.280  O49 1.210, O85 1.322, C103 1.503
25 C 4.995 1.273 8.509  H13 1.095, C14 1.531, C58 1.523, H120 1.096
26 H -2.268 -2.420 1.825  C35 1.091
27 H -2.432 -2.838 -3.064  C21 1.088
28 H -5.238 -3.368 -4.234  C7 1.088
29 H -0.925 5.902 -1.641  C80 1.095
30 H -2.982 3.512 -5.429  C8 1.089
31 H 6.595 -0.349 -1.154  C72 1.094
32 C -0.620 -2.918 0.053  O18 1.334, C74 1.506, O127 1.202
33 H 5.619 1.902 -0.502  C101 1.091
34 H -3.238 -1.883 -4.337  C21 1.093
35 C -2.831 -2.820 0.981  O18 1.438, H26 1.091, H39 1.096, C75 1.510
36 H 2.034 0.340 -0.966  C94 1.091
37 C -1.565 4.022 -2.554  H42 1.094, C80 1.540, O90 1.397, H126 1.095
38 H 3.370 -4.133 -6.179  C103 1.093
39 H -3.066 -3.876 1.156  C35 1.096
40 H 0.005 -3.776 -1.828  C74 1.087
41 H 1.826 1.844 -0.032  C94 1.092
42 H -1.870 3.092 -2.066  C37 1.094
43 H -3.786 -1.008 0.592  C75 1.097
44 H 2.677 -0.525 3.919  C9 1.096
45 C -0.432 0.896 -1.523  O111 1.323, C116 1.506, O125 1.208
46 H -4.476 -2.277 -0.390  C75 1.087
47 H 2.911 -1.727 6.067  C99 1.089
48 H 1.394 0.340 1.998  C107 1.092
49 O 2.715 -3.520 -3.102  C24 1.210
50 C 1.986 -1.126 -4.225  C57 1.515, H62 1.089, H65 1.090, O85 1.437
51 O -1.734 4.703 -0.168  C80 1.427, C82 1.413
52 H -2.663 5.691 -1.619  C80 1.092
53 H 3.368 -5.309 -4.839  C103 1.085
54 H -2.144 0.946 2.383  C106 1.096
55 C 3.670 0.311 6.567  C58 1.535, H64 1.097, C99 1.531, H119 1.095
56 H 2.986 0.083 1.220  C107 1.088
57 C 3.093 -0.381 -3.507  H1 1.091, H2 1.088, C50 1.515, H105 1.091
58 C 4.055 0.168 8.046  C25 1.523, C55 1.535, H61 1.089, H108 1.094
59 H -4.364 5.313 0.378  C91 1.087
60 C -6.294 3.119 -3.570  H16 1.086, H77 1.090, C98 1.510, H121 1.092
61 H 3.169 0.194 8.680  C58 1.089
62 H 1.517 -0.501 -4.983  C50 1.089
63 H -2.999 2.378 -4.074  C8 1.096
64 H 3.372 1.353 6.394  C55 1.097
65 H 1.158 -1.414 -3.577  C50 1.090
66 C -4.515 -5.591 -2.401  C71 1.514, O73 1.198, O88 1.331
67 H -1.963 2.249 3.547  C106 1.094
68 H 1.187 -2.805 -0.963  C74 1.093
69 H 6.326 -0.055 0.497  C72 1.092
70 O -1.500 2.627 1.535  C106 1.408, C118 1.410
71 C -5.132 -6.159 -1.140  H5 1.087, C66 1.514, H81 1.090, H93 1.093
72 C 5.781 -0.223 -0.434  H31 1.094, H69 1.092, C101 1.530, O102 1.409
73 O -3.904 -6.307 -3.142  C66 1.198
74 C 0.134 -2.866 -1.249  C32 1.506, H40 1.087, H68 1.093, H89 1.089
75 C -4.081 -2.064 0.601  C35 1.510, H43 1.097, H46 1.087, H100 1.089
76 H 0.238 5.195 0.352  C82 1.097
77 H -7.036 2.348 -3.780  C60 1.090
78 H 0.461 3.286 1.862  C118 1.097
79 H 4.187 -4.197 0.814  C6 1.091
80 C -1.716 5.155 -1.521  H29 1.095, C37 1.540, O51 1.427, H52 1.092
81 H -6.214 -6.154 -1.270  C71 1.090
82 C -0.439 4.336 0.262  O51 1.413, H76 1.097, C118 1.520, H122 1.095
83 H -2.353 1.039 -0.613  C116 1.091
84 O -4.688 1.676 -2.546  C98 1.205
85 O 2.497 -2.257 -4.949  C24 1.322, C50 1.437
86 H 4.934 1.046 -1.902  C101 1.088
87 O -5.481 3.447 -1.409  C12 1.441, C98 1.319
88 O -4.647 -4.271 -2.498  C7 1.442, C66 1.331
89 H -0.004 -1.935 -1.798  C74 1.089
90 O -2.341 4.300 -3.682  C8 1.419, C37 1.397
91 C -4.832 4.374 0.662  C12 1.517, H23 1.092, H59 1.087, H113 1.093
92 O 5.178 -1.734 1.762  C19 1.197
93 H -4.874 -5.622 -0.223  C71 1.093
94 C 1.491 0.810 -0.145  H36 1.091, H41 1.092, C107 1.528, O111 1.421
95 H 2.906 -3.078 0.956  C6 1.092
96 H 1.651 0.669 4.614  C9 1.094
97 H -2.426 0.900 -2.399  C116 1.087
98 C -5.380 2.658 -2.461  C60 1.510, O84 1.205, O87 1.319
99 C 2.595 -0.686 6.126  C9 1.525, H47 1.089, C55 1.531, H124 1.094
100 H -4.873 -2.170 1.341  C75 1.089
101 C 5.019 1.048 -0.817  H33 1.091, C72 1.530, H86 1.088, H115 1.088
102 O 4.935 -1.349 -0.444  C19 1.345, C72 1.409
103 C 3.653 -4.305 -5.137  C24 1.503, H38 1.093, H53 1.085, H104 1.088
104 H 4.732 -4.159 -5.136  C103 1.088
105 H 3.801 0.036 -4.225  C57 1.091
106 C -1.505 1.789 2.667  H54 1.096, H67 1.094, O70 1.408, H109 1.095
107 C 1.908 0.015 1.091  H48 1.092, H56 1.088, C94 1.528, H112 1.093
108 H 4.555 -0.802 8.121  C58 1.094
109 H -0.524 1.332 2.832  C106 1.095
110 H -3.835 -1.819 -2.703  C21 1.091
111 O 0.080 0.768 -0.309  C45 1.323, C94 1.421
112 H 1.588 -1.023 0.973  C107 1.093
113 H -5.905 4.524 0.801  C91 1.093
114 H -0.827 4.360 2.407  C118 1.094
115 H 4.046 1.140 -0.339  C101 1.088
116 C -1.905 0.585 -1.498  H4 1.094, C45 1.506, H83 1.091, H97 1.087
117 H 1.154 -1.005 4.496  C9 1.094
118 C -0.542 3.658 1.618  O70 1.410, H78 1.097, C82 1.520, H114 1.094
119 H 4.514 0.222 5.875  C55 1.095
120 H 5.135 1.102 9.583  C25 1.096
121 H -5.758 3.201 -4.519  C60 1.092
122 H 0.018 3.678 -0.485  C82 1.095
123 H -3.731 -4.355 -4.376  C7 1.089
124 H 1.786 -0.596 6.858  C99 1.094
125 O 0.172 1.158 -2.537  C45 1.208
126 H -0.489 4.010 -2.760  C37 1.095
127 O -0.105 -3.001 1.136  C32 1.202

Values from the calculation:
Energy above the lowest of the compared OMol25 structures with the same formula, charge and spin (kcal per mole): 0.0
SMILES string: CCOC(C)=O.CCOC(C)=O.CCOC(C)=O.CCOC(C)=O.CCOC(C)=O.CCOC(C)=O.COCCOCCOC.CCCCCC


E_LUMO in hartree, matching the order above: -0.0530; 0.0235
F_max in eV/A, matching the order above: 6.64; 1.88
HOMO-LUMO gap in eV, matching the order above: 6.5; 10.3